(1)
DFT (ωB97M-V with the def2-TZVPD basis set) results for one molecule with the formula C3H6N2O.

Structure (ORCA input):
```
! RIJCOSX wB97M-V def2-TZVPD def2/J DEFGRID3
* xyz 0 3
C -1.3667 0.4328 -0.8943
C 1.6545 0.0792 -0.0172
C 0.5489 0.4184 0.9156
N -0.9625 -0.1881 0.1144
N 1.9645 -1.2733 -0.1076
O 2.2114 0.9572 -0.6515
H -2.2946 0.0910 -1.4032
H -1.0294 1.4684 -1.3361
H 0.4914 -0.0033 2.0046
H 0.3013 1.4146 1.0345
H 1.3319 -1.9512 0.1458
H 2.3604 -1.4591 -0.9063
*
```

Results
gap between HOMO and LUMO (spin up / spin down): 6.11 / 7.78 eV
relative energy (zero: lowest compared OMol25 entry of this formula, charge and spin): 140.85 kJ/mol

(2)
DFT (ωB97M-V with the def2-TZVPD basis set) results for C4H6N2O as an isolated structure.

Structure (ORCA input):
```
! RIJCOSX wB97M-V def2-TZVPD def2/J DEFGRID3
* xyz 0 1
N 2.1583 -1.3370 -0.8580
C 1.6539 -0.4650 -0.1185
O 2.2180 0.6166 0.5661
C 0.8591 0.9431 0.9344
C 0.2830 -0.0942 0.3170
C -2.0631 0.2610 -0.1619
N -0.9434 -0.6409 0.0460
H 3.1665 -1.2037 -0.9453
H 0.6393 1.8286 1.5108
H -1.7454 1.1914 -0.6542
H -2.8068 -0.2293 -0.7935
H -2.5459 0.5172 0.7867
H -0.8735 -1.3879 -0.6296
*
```

Results
gap between HOMO and LUMO: 9.14 eV
relative energy (zero: lowest compared OMol25 entry of this formula, charge and spin): 281.73 kJ/mol

(3)
DFT (ωB97M-V with the def2-TZVPD basis set) results for C44H28BF4N5ORu as an isolated structure.

Structure (ORCA input):
```
! RIJCOSX wB97M-V def2-TZVPD def2/J DEFGRID3
* xyz 2 1
Ru 0.2706 -0.3459 0.9827
C 7.4962 3.0399 1.6370
C 7.0319 2.2907 2.7148
C 5.8371 1.6108 2.6161
C 5.0840 1.6792 1.4281
C 5.5434 2.4840 0.3682
C 6.7516 3.1401 0.4662
C 3.8341 0.9984 1.2713
C 3.4722 -0.1793 1.9226
C 4.4099 -1.0915 2.4723
C 3.7111 -2.1676 2.9236
C 2.3419 -1.9053 2.6656
N 2.1665 -0.6998 2.0603
C 1.3294 -2.9064 2.9649
C -0.0099 -2.7647 2.7751
C -1.0383 -3.6516 3.2585
C -2.2218 -3.0104 3.1067
C -1.9266 -1.7247 2.5463
C -2.8787 -0.6221 2.3905
C -4.3095 -0.8926 2.6418
C -5.2536 -0.6693 1.6404
C -6.5956 -0.9092 1.8960
C -7.0026 -1.3451 3.1472
C -6.0657 -1.5500 4.1535
C -4.7224 -1.3372 3.9023
C -2.4569 0.6463 2.1370
N -1.1322 1.0644 1.8632
C -1.2047 2.3938 1.7974
C -0.0095 3.2050 1.5593
C 0.2407 4.4025 2.3144
C 1.0861 5.3893 1.7770
C 1.3372 6.5455 2.4858
C 0.7640 6.7268 3.7394
C -0.0691 5.7556 4.2881
C -0.3409 4.6049 3.5791
C 0.9003 2.6380 0.6961
C 0.6454 1.5858 -0.2761
C 1.8696 0.9440 -0.4266
C 2.7606 1.6043 0.4962
N 2.2263 2.6614 1.0583
C -2.5166 2.8959 2.0490
C -3.3029 1.8142 2.2344
N -0.6271 -1.6054 2.3001
C 1.7990 -4.1876 3.5566
C 2.3393 -4.2083 4.8407
C 2.7411 -5.4115 5.3972
C 2.6258 -6.5904 4.6703
C 2.0930 -6.5693 3.3903
C 1.6687 -5.3706 2.8345
H 8.4378 3.5669 1.7186
H 7.5988 2.2575 3.6348
H 5.4438 1.0815 3.4730
H 4.9579 2.5578 -0.5394
H 7.1155 3.7350 -0.3598
H 5.4791 -0.9683 2.4442
H 4.1013 -3.0696 3.3596
H -0.8584 -4.6172 3.7012
H -3.2032 -3.3581 3.3772
H -4.9310 -0.3423 0.6614
H -7.3230 -0.7546 1.1107
H -8.0513 -1.5233 3.3431
H -6.3838 -1.8721 5.1358
H -3.9994 -1.4768 4.6972
H 1.5040 5.2537 0.7890
H 1.9684 7.3139 2.0615
H 0.9605 7.6362 4.2918
H -0.5040 5.9045 5.2666
H -0.9759 3.8447 4.0147
H -0.2105 1.5511 -0.9361
H 2.1563 0.2368 -1.1909
H -2.7872 3.9386 2.0520
H -4.3580 1.7851 2.4499
H 2.4288 -3.2891 5.4076
H 3.1443 -5.4298 6.4006
H 2.9495 -7.5262 5.1050
H 2.0028 -7.4859 2.8234
H 1.2449 -5.3549 1.8372
O 1.1335 -2.4902 -0.6785
N 0.8904 -1.6298 -0.0046
F -2.4148 1.5117 -0.6757
B -2.4862 0.2382 -1.1741
F -2.0027 0.0763 -2.4197
F -3.5923 -0.4555 -0.8261
F -1.3257 -0.5378 -0.2848
*
```

Results
gap between HOMO and LUMO (spin up / spin down): 5.33 / 5.33 eV
relative energy (zero: lowest compared OMol25 entry of this formula, charge and spin): 0.00 kJ/mol

(4)
DFT (ωB97M-V with the def2-TZVPD basis set) results for C6H8NS2 as an isolated structure.

Structure (ORCA input):
```
! RIJCOSX wB97M-V def2-TZVPD def2/J DEFGRID3
* xyz 1 1
C 1.1793 1.9221 0.1208
C 2.4691 1.6989 -0.1122
C 1.4623 -0.2924 0.7178
C 0.7812 -1.3811 1.0709
C -0.6753 -1.0201 1.0905
C -0.7047 0.4296 0.5512
N 0.5292 0.7957 0.5450
S 3.1173 0.1270 0.2989
S -1.9897 1.4422 0.5379
H 0.6069 2.7197 -0.2339
H 3.2474 2.4053 -0.4443
H 0.0385 0.3762 -2.1330
H 1.2785 -2.3889 0.8519
H -1.5354 -1.6365 0.6655
H -1.1176 -0.9771 2.0806
H -0.5313 -0.1631 -2.1903
H -2.9234 0.6020 0.0828
*
```

Results
gap between HOMO and LUMO (spin up / spin down): 7.66 / 7.66 eV
relative energy (zero: lowest compared OMol25 entry of this formula, charge and spin): 172.15 kJ/mol